[1]
{"formula": "C51H53NO14", "method": "the ωB97M-V functional and the def2-TZVPD basis", "species": ["C", "C", "C", "C", "C", "C", "C", "C", "O", "O", "C", "C", "C", "C", "C", "C", "C", "N", "H", "H", "H", "H", "H", "H", "H", "H", "H", "H", "H", "H", "H", "H", "H", "H", "H", "H", "H", "H", "H", "H", "H", "H", "H", "H", "H", "H", "H", "O", "C", "C", "C", "C", "O", "C", "C", "H", "H", "H", "H", "O", "C", "C", "C", "C", "O", "C", "C", "H", "H", "H", "H", "O", "C", "C", "C", "C", "O", "C", "C", "H", "H", "H", "H", "O", "C", "C", "C", "C", "O", "C", "C", "H", "H", "H", "H", "O", "C", "C", "C", "C", "O", "C", "C", "H", "H", "H", "H", "O", "C", "C", "C", "C", "O", "C", "C", "H", "H", "H", "H"], "positions_angstrom": [[7.65081, 0.57572, 2.99248], [7.09241, 1.87882, 3.57095], [5.65472, 1.72169, 4.07920], [5.07000, 3.06327, 4.52299], [3.65996, 2.95851, 5.13334], [2.51656, 3.53910, 4.24526], [1.32629, 2.59910, 4.14604], [1.53701, 1.30721, 3.40265], [2.54789, 0.68556, 3.16246], [0.33431, 0.85911, 2.95137], [-0.52172, 1.99439, 2.68988], [-0.22839, 2.30124, 1.18361], [-2.02334, 1.72566, 2.74051], [-2.63524, 1.15439, 4.01794], [-4.17510, 1.11187, 3.81159], [-2.12007, -0.26097, 4.36424], [0.05076, 3.18916, 3.47556], [-0.82238, 3.80985, 4.49617], [7.35591, 0.44773, 1.95335], [7.35785, -0.29264, 3.58011], [8.74106, 0.62989, 2.98924], [7.71252, 2.24393, 4.38899], [7.06158, 2.60508, 2.75674], [5.62591, 1.02900, 4.92309], [5.06204, 1.30719, 3.26704], [5.09280, 3.73897, 3.66458], [5.76966, 3.47908, 5.25167], [3.67297, 3.51064, 6.07305], [3.47070, 1.91107, 5.35930], [2.19799, 4.45727, 4.73581], [2.94273, 3.74615, 3.26454], [1.03399, 2.35739, 5.17052], [-1.03158, 2.86917, 0.71917], [-0.16642, 1.35046, 0.65352], [0.72233, 2.81819, 1.05441], [-2.27600, 1.07963, 1.89740], [-2.49629, 2.68816, 2.53810], [-2.48413, 1.79607, 4.87573], [-4.63056, 0.28535, 4.34939], [-4.63374, 2.05691, 4.09683], [-4.37258, 0.93099, 2.75282], [-1.28737, -0.58558, 3.74882], [-2.90349, -1.01214, 4.26693], [-1.81562, -0.29028, 5.41134], [0.30408, 4.01128, 2.81299], [-0.21978, 4.34977, 5.10685], [-1.24916, 3.12081, 5.10443], [-2.26601, 2.80953, 6.91840], [-2.56277, 3.62331, 7.76980], [-2.26624, 5.06525, 7.58973], [-2.58966, 5.95507, 8.52384], [-3.26211, 5.54222, 9.78240], [-3.55776, 6.35228, 10.63158], [-3.56028, 4.09756, 9.95752], [-3.23705, 3.20833, 9.02287], [-1.78396, 5.34462, 6.66128], [-2.38492, 7.01242, 8.41540], [-4.05104, 3.81834, 10.88094], [-3.44466, 2.15111, 9.12801], [1.12585, 0.67647, -1.47560], [2.29452, 0.89512, -1.23067], [3.16669, 1.58683, -2.21277], [4.44566, 1.83092, -1.94232], [5.04996, 1.42252, -0.64761], [6.21515, 1.65184, -0.40285], [4.17519, 0.73072, 0.33075], [2.89604, 0.48725, 0.06168], [2.70275, 1.87653, -3.14746], [5.10269, 2.33393, -2.64050], [4.63129, 0.44025, 1.26713], [2.24227, -0.01189, 0.76543], [-4.59336, -0.78140, -1.29561], [-3.81195, -0.43143, -2.15410], [-4.24462, 0.45332, -3.26675], [-3.39721, 0.83213, -4.21882], [-1.98713, 0.37857, -4.20800], [-1.21230, 0.71601, -5.08389], [-1.55492, -0.50502, -3.10021], [-2.39989, -0.87603, -2.14408], [-5.28470, 0.75529, -3.26245], [-3.69396, 1.46692, -5.04425], [-0.52054, -0.82023, -3.11246], [-2.10421, -1.51967, -1.32571], [-2.10049, -2.92424, -5.44347], [-1.35777, -2.95531, -6.40642], [-0.45291, -1.81828, -6.71100], [0.33954, -1.84890, -7.77999], [0.35872, -3.01507, -8.69659], [1.09433, -3.04462, -9.66199], [-0.54424, -4.15205, -8.38621], [-1.34064, -4.12138, -7.32134], [-0.48125, -0.96848, -6.02936], [1.00687, -1.03323, -8.02892], [-0.51538, -4.99261, -9.06369], [-2.00850, -4.93737, -7.07458], [0.83123, -6.84625, -8.02251], [1.97519, -6.82154, -7.61862], [2.90032, -5.72178, -7.98972], [4.15388, -5.69855, -7.54493], [4.67955, -6.76890, -6.66027], [5.82022, -6.74627, -6.25440], [3.75296, -7.86985, -6.29276], [2.49967, -7.89377, -6.73711], [2.50145, -4.95359, -8.64083], [4.84707, -4.90840, -7.80386], [4.15676, -8.64064, -5.64892], [1.80668, -8.68517, -6.48139], [-5.67687, -5.87480, -3.39911], [-6.04022, -4.79012, -3.79771], [-7.45555, -4.35711, -3.66981], [-7.85600, -3.16686, -4.10814], [-6.90525, -2.22106, -4.74419], [-7.26771, -1.13287, -5.13871], [-5.49386, -2.65580, -4.87470], [-5.08940, -3.84346, -4.43361], [-8.13113, -5.06167, -3.20187], [-8.88132, -2.83020, -4.02320], [-4.81481, -1.95127, -5.33926], [-4.05990, -4.17080, -4.51440]], "smiles": "CCCCCC[C@@H]1C(=O)O[C@@](C)(CC(C)C)[C@H]1N.O=C1C=CC(=O)C=C1.O=C1C=CC(=O)C=C1.O=C1C=CC(=O)C=C1.O=C1C=CC(=O)C=C1.O=C1C=CC(=O)C=C1.O=C1C=CC(=O)C=C1", "gap_ev": 7.6, "e_homo_ev": -9.48}

***

[2]
{"formula": "C51H56IN5O2P2Sr", "method": "the ωB97M-V functional and the def2-TZVPD basis", "species": ["Sr", "C", "C", "C", "C", "C", "C", "C", "N", "C", "N", "C", "C", "C", "C", "C", "C", "C", "N", "C", "C", "C", "C", "C", "C", "C", "H", "H", "H", "H", "H", "H", "H", "H", "H", "H", "H", "H", "H", "H", "H", "H", "H", "H", "H", "H", "H", "H", "O", "P", "C", "P", "O", "C", "C", "C", "C", "C", "C", "C", "C", "C", "C", "C", "C", "C", "C", "C", "C", "C", "C", "C", "C", "C", "C", "C", "C", "H", "H", "H", "H", "H", "H", "H", "H", "H", "H", "H", "H", "H", "H", "H", "H", "H", "H", "H", "H", "H", "H", "N", "C", "C", "C", "N", "H", "H", "H", "H", "H", "H", "H", "H", "H", "H", "I", "C", "H", "H"], "positions_angstrom": [[0.34632, -0.06069, 1.39061], [-2.75007, -4.09203, -4.67163], [-3.85802, -3.90992, -3.67193], [-5.06209, -4.59095, -3.80084], [-6.08274, -4.43759, -2.87445], [-5.90929, -3.57034, -1.80676], [-4.72721, -2.86082, -1.66822], [-3.69524, -3.04214, -2.58593], [-2.47367, -2.33546, -2.48226], [-1.93528, -1.80869, -1.30970], [-2.08268, -2.61750, -0.21365], [-2.73809, -2.17081, 1.00401], [-2.58028, -0.84422, 1.38443], [-3.57834, -0.42212, 2.28029], [-4.52451, -1.27294, 2.84922], [-4.47833, -2.62968, 2.56191], [-3.58040, -3.10755, 1.61764], [-3.50109, -4.57367, 1.29248], [-1.33612, -0.66118, -1.26767], [-1.44690, 0.20622, -2.38482], [-0.61918, 0.09546, -3.50379], [-0.65569, 1.02309, -4.53739], [-1.53408, 2.08925, -4.46940], [-2.39204, 2.18627, -3.38098], [-2.38229, 1.25894, -2.34617], [-3.38805, 1.33801, -1.23918], [-2.97776, -4.90913, -5.35445], [-1.80371, -4.31093, -4.17243], [-2.59739, -3.19209, -5.27587], [-5.19132, -5.26655, -4.63864], [-7.00728, -4.98799, -2.98954], [-6.69566, -3.43294, -1.07579], [-4.60651, -2.17246, -0.84208], [-2.14529, -1.91851, -3.33826], [-2.31226, -3.56278, -0.47509], [-3.64328, 0.60979, 2.61396], [-5.26734, -0.88758, 3.54000], [-5.14516, -3.32566, 3.05900], [-4.08161, -5.15232, 2.01053], [-2.46057, -4.90489, 1.35523], [-3.89482, -4.80578, 0.29583], [0.07913, -0.72634, -3.55572], [0.00378, 0.90711, -5.38930], [-1.57430, 2.82302, -5.26408], [-3.11406, 2.99466, -3.34222], [-3.96301, 2.26318, -1.30676], [-2.91499, 1.25762, -0.26753], [-4.07705, 0.49058, -1.28391], [1.05488, -0.25239, 3.83151], [1.42850, 1.12207, 3.42129], [2.37998, 1.06354, 1.75049], [1.69150, 1.96650, 0.23843], [0.24507, 1.69232, -0.06461], [2.32075, 3.65316, 0.28041], [1.85328, 4.49246, -0.72909], [2.38888, 5.76124, -0.87640], [3.39625, 6.19256, -0.02376], [3.86079, 5.35863, 0.98315], [3.32356, 4.08942, 1.13940], [2.67523, 1.26487, -1.09998], [2.02291, 1.02291, -2.30435], [2.75901, 0.65860, -3.42371], [4.13464, 0.53584, -3.34258], [4.78989, 0.77330, -2.13774], [4.06435, 1.14869, -1.02283], [0.02863, 2.16418, 2.89089], [0.39484, 3.49441, 2.63537], [-0.50262, 4.38863, 2.09038], [-1.77937, 3.94924, 1.77106], [-2.16879, 2.65890, 2.07746], [-1.29893, 1.75651, 2.68053], [2.49001, 2.03417, 4.53788], [3.81821, 1.61925, 4.63985], [4.67217, 2.24914, 5.52948], [4.20027, 3.28758, 6.32167], [2.87335, 3.68457, 6.23956], [2.01351, 3.05849, 5.35024], [2.52695, 0.02173, 1.36119], [3.39056, 1.44178, 1.89269], [1.07087, 4.14872, -1.39665], [2.02272, 6.41161, -1.65953], [3.81939, 7.18110, -0.14374], [4.63965, 5.69674, 1.65383], [3.68303, 3.46431, 1.94783], [0.94371, 1.10038, -2.36456], [2.24219, 0.45985, -4.35361], [4.70479, 0.24616, -4.21563], [5.86511, 0.66898, -2.07302], [4.58825, 1.35891, -0.09639], [1.39380, 3.83691, 2.86519], [-0.20114, 5.41027, 1.89806], [-2.48436, 4.62106, 1.29890], [-3.17246, 2.33719, 1.84309], [-1.66141, 0.78228, 3.01021], [4.17854, 0.78576, 4.04697], [5.70015, 1.92318, 5.61270], [4.86778, 3.78127, 7.01558], [2.50359, 4.47995, 6.87252], [0.97562, 3.36058, 5.29664], [3.37494, -1.66172, 0.87280], [3.62892, -2.56789, -0.26335], [2.43346, -3.47152, -0.54428], [2.31908, -3.81385, -2.01812], [1.99160, -2.59972, -2.75910], [4.23106, -1.13977, 1.04091], [3.17544, -2.22816, 1.70319], [4.50685, -3.19269, -0.06127], [3.84272, -1.96321, -1.14701], [1.51415, -2.97236, -0.21368], [2.49055, -4.38694, 0.04359], [1.59099, -4.62301, -2.14837], [3.28071, -4.18576, -2.38754], [1.12267, -2.21686, -2.40088], [1.85620, -2.79237, -3.74411], [1.57749, -3.71171, 3.07896], [-0.42923, -2.99775, 2.43906], [-0.55673, -2.05423, 2.98369], [-0.32314, -2.80698, 1.36055]], "gap_ev": 4.6, "de_lowest_ev": 5.360, "e_homo_ev": -5.14}